This record from the Open Molecules 2025 dataset describes a structure of composition C18H34F9NO5SSi2 at a distorted geometry. The level of theory is ωB97M-V/def2-TZVPD.

Results
DFT total energy (eV): -81996.1855
Largest force on an atom (Eh/bohr): 0.026
HOMO energy (eV): -8.83

XYZ file:
```
70
Properties=species:S:1:pos:R:3:mulliken_charge:R:1
H 1.9577 -5.8049 1.4439 0.318
Si 1.2369 -3.5680 -1.2213 0.192
C 2.4203 -3.8419 1.9830 -0.756
H 2.1779 1.3840 -2.5557 0.375
H 3.2328 -3.1219 1.9712 0.276
H -0.0531 -0.5214 -2.2558 0.077
H 0.3215 7.3907 6.4802 0.297
F 0.7612 4.3130 0.0918 -0.313
O -3.6112 -1.8506 -2.4358 -0.603
H 0.3106 -2.4421 0.4627 0.281
C 2.4867 -4.7095 -0.4107 -0.583
F -0.0968 0.7369 -0.1671 -0.255
S -0.2819 3.2553 0.6371 1.522
H -7.0096 -2.5829 -1.1319 0.310
H 3.6173 -2.0652 -4.6026 0.224
C 1.1457 1.2322 -2.8651 -1.325
C 1.1167 5.3788 3.9752 -0.114
H 3.0385 5.7675 4.9135 0.263
H 0.3095 -0.4177 -3.9577 0.420
H 3.1285 -0.7940 -0.6129 0.266
C -5.6013 -1.3512 -0.1169 -1.057
H 4.2999 -1.6218 -1.6568 0.370
Si 2.2003 -1.4098 -2.8801 0.197
O 1.5040 5.7130 6.2832 -0.400
C 2.1228 5.1964 5.1034 -0.501
H 1.5873 5.4683 2.9972 0.296
H 3.5197 -4.4132 -0.6349 0.423
C 0.2113 2.1080 -2.0355 0.819
H -0.4483 -4.6610 -2.5784 0.458
H -2.7059 -4.4478 -2.7697 0.343
H -0.5475 5.8651 6.2291 0.252
H 0.9662 7.5246 4.1701 0.282
O 1.7621 -3.0038 -2.6769 -0.233
C 2.2642 -4.8261 1.0749 -0.300
F -0.8672 4.3589 1.6109 -0.313
F 0.7572 2.8463 1.7813 -0.317
F 1.7498 1.8233 -0.2377 -0.297
C 0.4464 1.9067 -0.5119 0.563
C -2.9078 -4.0370 -1.7761 -0.596
H -0.6096 6.7494 3.9776 0.326
O 0.9621 -2.2738 -0.2223 -0.469
H 1.0652 1.6672 -3.8641 0.349
F -1.3583 3.6713 -0.4402 -0.308
H 3.3699 -0.4506 -4.6408 0.242
H 2.3483 -5.7069 -0.8415 0.357
C -1.5961 -3.5209 -1.1836 -0.002
H -4.6504 -0.8567 -0.3142 0.268
N 2.9175 -1.3426 -4.4743 -0.683
C 0.3789 6.6384 4.4210 -0.604
H -1.4202 -2.5021 -1.5276 -0.056
H -6.3498 -0.6057 0.1434 0.386
C -0.4038 -4.4425 -1.5077 -0.790
C -3.9101 -2.9255 -1.9696 0.440
F -1.3094 2.2182 1.2728 -0.310
H -5.4612 -2.0530 0.7064 0.283
H 2.3949 4.1533 5.2678 0.268
C 0.3311 6.4482 5.9315 -0.418
H -1.7034 -3.4731 -0.0939 0.272
H -3.3540 -4.8374 -1.1866 0.328
O -5.1632 -3.2476 -1.6056 -0.394
H -6.1623 -1.5062 -2.2187 0.303
H 1.7056 -3.7438 2.7965 0.263
C 0.7285 -0.2514 -2.9630 0.023
C 3.4964 -0.8805 -1.6355 -1.048
H -0.4709 -5.3650 -0.9276 0.374
H 3.9362 0.0747 -1.9306 0.458
F 0.4430 3.4040 -2.3681 -0.302
F -1.0691 1.7901 -2.3217 -0.258
H 0.4271 4.5341 3.9448 0.049
C -6.0352 -2.1406 -1.3420 -0.209
```